(1)
Below is a structure of composition C10H18F2MnO6 in a non-equilibrium geometry, with properties calculated with ωB97M-V/def2-TZVPD.

## Properties
- orbital gap (spin up / spin down) (eV) = 3.538 / 4.448
- spin multiplicity = 6
- HOMO energy (spin up / spin down) (eV) = 1.02 / 0.10
- charge = -2
- LUMO (spin up / spin down) (eV) = 4.6 / 4.6
- largest force on an atom (eV/Å) = 3.822

XYZ file:
```
37
Properties=species:S:1:pos:R:3:nbo_charge:R:1
Mn -0.20963 -1.89332 -1.06354 1.6221
F 0.83374 -2.97843 -2.60674 -0.9117
F -1.96050 -2.95673 -0.76236 -0.9083
C -1.55931 0.40623 -2.84114 -0.1808
O -1.07647 -0.84854 -2.82421 -0.9373
H -0.92780 1.08845 -3.47699 0.0645
H -2.59551 0.55787 -3.25677 0.0715
H -1.63016 0.84425 -1.80752 0.0739
C 1.22181 -2.94508 1.53061 -0.1877
O 0.98423 -3.23534 0.22612 -0.9385
H 2.05370 -2.20112 1.66199 0.0761
H 0.33337 -2.48562 2.05853 0.0583
H 1.46519 -3.86814 2.11036 0.0890
O 1.56430 -0.43399 -0.85287 -0.4954
C 2.28845 0.47504 -1.02583 0.8037
O 3.52984 0.34801 -1.62821 -0.4958
C 4.01946 1.62413 -1.99027 -0.0612
C 2.77957 2.51122 -1.99391 -0.4314
C 2.02968 1.96563 -0.81147 -0.5425
H 4.56041 1.68500 -2.93259 0.1825
H 4.68341 1.99824 -1.19768 0.1472
H 2.19717 2.47625 -2.91900 0.2258
H 3.01269 3.58720 -1.97536 0.1917
H 0.95374 2.15194 -0.80906 0.2570
H 2.30705 2.32655 0.18331 0.2194
O -0.97909 -0.56736 0.43444 -0.5453
C -1.64300 -0.22742 1.34468 0.8203
O -1.46908 0.95768 1.99546 -0.5093
C -2.32808 1.03243 3.14298 -0.0708
C -3.45175 0.04180 2.85919 -0.4329
C -2.77466 -1.01783 1.97730 -0.5294
H -2.56098 2.08114 3.29803 0.1819
H -1.77920 0.64276 4.00909 0.1640
H -4.33510 0.46062 2.37046 0.2016
H -3.84457 -0.41038 3.77541 0.1979
H -3.42581 -1.42402 1.21357 0.2837
H -2.26713 -1.76911 2.58400 0.2462
```


(2)
Below is a structure of composition C2H3IN4 in a non-equilibrium geometry, with properties calculated with ωB97M-V/def2-TZVPD.

## Properties
- orbital gap (eV) = 8.325
- spin multiplicity = 1
- HOMO energy (eV) = -9.18
- LUMO (eV) = -0.9
- largest force on an atom (eV/Å) = 3.857

XYZ file:
```
10
Properties=species:S:1:pos:R:3:nbo_charge:R:1
C -0.72903 0.48124 -0.70058 0.0132
C 0.15508 0.20720 0.38946 -0.3817
N -1.14865 1.63879 -0.96322 -0.2489
N -0.50611 0.98925 1.52863 -0.1618
N -0.83830 2.14221 1.32391 0.0151
N -0.88034 2.52511 0.02897 -0.2619
I -1.79236 4.32007 -0.57648 0.3540
H -1.13635 -0.22014 -1.34556 0.2015
H 0.21593 -0.89741 0.77266 0.2354
H 1.28058 0.45055 0.34858 0.2350
```


| no. | total energy (hartree) |
| --- | --- |
| 1 | -2193.9540 |
| 2 | -594.5803 |